1.
{"formula": "C5H7F", "method": "ωB97M-V/def2-TZVPD", "symbols": ["H", "C", "H", "C", "H", "H", "C", "H", "F", "H", "C", "C", "H"], "coordinates": [[1.2652, 0.8140, 0.8840], [-0.6195, 1.1300, -0.8418], [1.3546, -2.9208, -1.2536], [0.4048, 0.2613, 1.2162], [0.3660, 1.6786, -0.7949], [-0.8697, 0.7609, -1.7775], [0.7881, -2.0566, -0.9610], [-1.3794, 1.9418, -0.4438], [0.7948, -0.9084, 1.9256], [-1.5762, -0.4265, 0.4469], [0.1348, -1.1646, -0.4900], [-0.5399, -0.0710, 0.1787], [-0.1237, 0.9613, 1.9112]], "e_above_lowest_kcal_mol": 46.4, "molar_mass_da": 86.1, "e_tot_ev": -8013.1995, "gap_ha": 0.404, "homo_ev": -9.946}


2.
{"formula": "C11H7FN4O3", "method": "ωB97M-V/def2-TZVPD", "symbols": ["H", "C", "H", "C", "H", "C", "O", "C", "N", "O", "O", "N", "C", "C", "C", "N", "C", "C", "H", "H", "C", "N", "H", "C", "F", "H"], "coordinates": [[-1.3222, 0.8317, -1.4395], [-2.2322, 0.4535, 0.4519], [-2.7919, -0.7261, -2.6264], [4.3318, -1.5585, -0.0047], [4.9899, 0.4338, 0.4607], [2.9528, 0.5691, -0.0610], [4.0391, -2.1215, 1.0036], [-3.9810, -1.1361, 0.5086], [2.5900, 1.4408, -0.9944], [-0.4875, 2.1743, 0.3634], [-1.4693, 1.6145, 2.3695], [2.2802, 0.1836, 1.0166], [-3.1647, -0.2583, 1.1741], [-2.9141, -0.6094, -1.5543], [0.7347, 1.5920, 0.2301], [1.0821, 0.7100, 1.1591], [-2.0844, 0.2747, -0.9055], [-1.3708, 1.4430, 1.1902], [-3.2388, -0.1012, 2.2437], [-4.5353, -1.9754, -1.3804], [-3.8715, -1.2995, -0.8513], [1.4127, 2.0093, -0.8255], [4.6877, 0.0977, -1.2814], [4.3348, -0.0626, -0.2625], [4.7510, -2.3016, -1.0710], [-4.7231, -1.6779, 1.0863]], "molar_mass_da": 262.2, "e_tot_ev": -26338.7545, "gap_ha": 0.317, "homo_ev": -10.129}


3.
{"formula": "C9H21NOP", "method": "ωB97M-V/def2-TZVPD", "symbols": ["C", "H", "H", "H", "H", "C", "H", "H", "C", "H", "N", "H", "H", "C", "H", "O", "H", "C", "C", "H", "H", "H", "H", "H", "H", "C", "H", "H", "C", "H", "H", "P", "C"], "coordinates": [[1.1635, -1.4861, -1.5873], [1.6817, 2.1487, 3.2164], [-2.2730, 2.4892, 0.0816], [0.6424, 0.9463, 4.1703], [-1.2294, -2.9856, -2.7423], [-1.4808, 0.8042, -0.9964], [3.0533, 0.1589, 0.7307], [3.2553, 1.5162, 1.9030], [1.0123, 1.3264, 3.1451], [-0.9815, 1.5599, 0.9082], [-0.6473, -0.1447, -0.9686], [1.8631, -0.6678, -1.6607], [-2.2813, -1.5957, -1.8159], [-0.2062, -1.0800, -1.9442], [1.9478, 1.5353, 0.7264], [1.1663, -0.9004, 2.1269], [-0.1640, -0.7740, -2.9473], [-1.2355, -2.1986, -1.9173], [-2.1762, 1.1797, -2.2690], [-3.2121, 1.2328, -2.1879], [0.0996, 1.3745, 2.5795], [-0.1160, -2.4134, 1.3880], [1.4597, -2.1459, -2.3964], [1.1615, -1.9304, -0.6260], [-1.7470, 2.0678, -2.7173], [-1.8897, 1.5116, 0.2437], [2.7370, 0.0251, 3.1170], [-1.9904, 0.2673, -2.9491], [2.6196, 0.9048, 1.3075], [-1.0429, -2.7363, -1.0033], [-2.6925, 0.9340, 0.7059], [-0.3399, -1.1795, 1.8503], [1.8429, 0.2557, 2.5285]], "e_above_lowest_kcal_mol": 43.8, "molar_mass_da": 190.2, "e_tot_ev": -22490.5203, "gap_ha": [0.270, 0.270], "charge": 1, "homo_ev": [-13.104, -13.103]}


Question: Which formula does entry 1 have?
Answer: C5H7F